A 7-piece molecular cluster, C19H52O7 overall at a distorted geometry. Source: the Open Molecules 2025 dataset; level of theory: ωB97M-V with the def2-TZVPD basis set.

Each line ends with the Mulliken spin population.
Atoms and positions in Å:
C -27.71571 -17.02819 -4.63378  0.028
O -27.18200 -15.85329 -5.17350  0.564
H -27.49511 -17.86013 -5.30259  0.000
H -27.12648 -17.17025 -3.72784  0.065
H -28.74762 -16.99447 -4.28432  0.039
H -27.15183 -15.16677 -4.50313  -0.011
C -25.37316 -13.43605 -1.42856  0.026
C -26.22287 -14.51537 -2.11975  -0.012
C -27.63828 -14.55873 -1.68361  0.009
O -26.26338 -14.15902 -3.44760  0.239
H -25.62419 -13.37700 -0.36951  0.007
H -25.50537 -12.39917 -1.73760  0.002
H -24.30325 -13.55811 -1.59730  -0.002
H -25.87526 -15.53561 -1.95729  0.037
H -28.31229 -13.71055 -1.80362  -0.002
H -27.79147 -14.80666 -0.63329  -0.001
H -28.03222 -15.45497 -2.16284  -0.003
H -25.38899 -13.93454 -3.77422  0.019
C -20.11467 -14.85984 -5.45779  0.000
C -21.23198 -15.47896 -4.66180  0.000
C -21.64505 -14.59365 -3.48064  0.000
O -22.39240 -15.35463 -5.38506  0.001
H -19.14663 -15.20686 -5.09644  0.000
H -20.07425 -13.77075 -5.43858  0.000
H -20.21722 -15.14093 -6.50592  0.000
H -21.05673 -16.49608 -4.31129  0.000
H -22.28479 -15.00392 -2.69928  0.000
H -21.70643 -13.52307 -3.67609  0.000
H -20.67550 -14.44045 -3.00672  0.000
H -23.04903 -16.04129 -5.24746  0.000
C -31.52012 -15.53394 -1.06325  0.000
C -32.55600 -15.25861 -0.00433  0.000
C -33.45580 -14.04638 -0.35669  0.000
O -33.28750 -16.47192 0.35589  0.000
H -30.90336 -14.67504 -1.32781  0.000
H -32.08219 -15.67513 -1.98642  0.000
H -30.90365 -16.41681 -0.89414  0.000
H -31.88165 -15.07466 0.83203  0.000
H -34.16171 -13.83756 0.44718  0.000
H -33.97804 -14.14838 -1.30798  0.000
H -32.89345 -13.14733 -0.60884  0.000
H -32.65887 -17.18341 0.49805  0.000
C -24.57857 -9.44872 -1.32300  -0.001
C -23.09812 -9.19023 -1.68685  0.000
C -22.75703 -9.75822 -3.09482  0.000
O -22.76588 -7.71337 -1.57618  0.000
H -25.03727 -10.38344 -1.64549  0.000
H -25.13372 -8.59128 -1.70344  0.000
H -24.82451 -9.38806 -0.26285  0.000
H -22.44498 -9.66033 -0.95167  0.000
H -21.68565 -9.94313 -3.17269  0.000
H -23.03885 -9.15839 -3.96020  0.000
H -23.15429 -10.76080 -3.25333  0.000
H -21.94908 -7.58718 -2.06456  0.000
C -21.35440 -13.19101 0.47856  0.000
C -21.34678 -12.25074 1.73204  0.000
C -22.78731 -12.07380 2.22834  0.000
O -20.53348 -12.83148 2.77366  0.000
H -21.67174 -14.19692 0.75338  0.000
H -20.40169 -13.32732 -0.03317  0.000
H -22.19828 -12.95688 -0.17040  0.000
H -20.93078 -11.26990 1.50181  0.000
H -23.50771 -12.13808 1.41288  0.000
H -22.84830 -11.06076 2.62602  0.000
H -22.98342 -12.78705 3.02891  0.000
H -20.63102 -12.29455 3.56347  0.000
C -24.11599 -12.86072 -7.00353  0.000
C -24.21503 -12.13116 -5.60579  -0.001
C -25.54062 -11.50163 -5.35397  0.000
O -24.05973 -13.12741 -4.63342  -0.004
H -25.09662 -13.23006 -7.30360  0.000
H -23.40937 -13.68868 -6.94627  0.000
H -23.83692 -12.16986 -7.79910  0.000
H -23.47061 -11.35681 -5.42059  0.000
H -25.66695 -10.75239 -6.13550  0.000
H -25.63841 -11.05522 -4.36440  0.000
H -26.39783 -12.16968 -5.27044  0.000
H -23.38288 -13.74277 -4.92466  0.000

Force components x, y, z for each atom (eV/Å):
1.03 -0.47 -0.31
-0.40 -1.26 -0.94
-0.30 0.22 -0.04
0.19 -0.36 0.64
-0.28 0.47 -0.19
-0.04 1.88 1.13
0.65 0.24 0.70
-0.30 1.91 1.62
-1.62 -1.07 1.16
-1.23 -1.14 -1.81
0.32 -0.49 0.15
-0.80 -0.24 -0.69
0.06 -0.48 0.29
0.87 -0.13 -0.10
0.50 0.24 -0.68
0.61 -0.05 0.22
-0.70 0.15 -0.29
1.59 0.77 -1.03
0.76 -0.40 -0.32
-0.85 1.81 2.19
3.99 0.25 1.74
-2.74 -0.64 -3.44
0.02 -0.04 -0.04
-0.37 0.04 0.23
0.09 -0.17 0.03
0.26 -0.08 -0.29
-0.35 0.06 -0.45
-1.25 -0.19 -0.73
0.36 -0.44 1.19
0.30 -0.26 0.10
-0.83 -0.06 -1.99
1.02 -0.33 0.83
0.18 -0.74 -0.01
-0.31 1.38 -0.81
0.21 0.16 0.60
0.06 -0.52 -0.37
0.00 0.05 0.24
-0.64 0.77 0.79
0.03 0.03 -0.15
-0.41 -0.79 0.13
0.55 -0.02 0.73
0.15 0.07 0.01
0.02 1.47 0.43
0.17 0.69 -0.43
0.56 -0.15 0.47
-1.22 -2.23 -0.23
0.48 0.08 -0.49
-0.26 -0.19 -0.50
0.61 -0.04 0.28
-0.01 -0.25 -0.04
0.25 0.36 0.02
-0.28 0.31 0.30
-0.45 -0.03 0.28
0.14 -0.01 -0.05
-0.21 -0.25 1.05
-0.22 -1.15 -0.41
0.57 0.66 0.08
-0.22 -0.11 -0.83
0.28 -0.21 0.69
-0.10 0.45 -0.09
0.44 0.78 -0.44
0.07 0.00 -0.38
-0.09 -0.15 0.12
-0.35 -0.03 0.27
-0.22 -0.08 -0.20
0.02 0.11 0.08
-0.22 1.29 0.59
-0.41 -0.90 -1.17
-0.83 0.68 0.15
-0.29 -0.90 1.49
-0.07 -0.22 0.26
0.05 0.15 -0.13
0.26 0.00 0.06
0.39 -0.07 -0.50
-0.54 0.12 0.21
0.71 0.61 0.03
0.09 -0.50 -0.96
0.48 -0.46 -0.02

Summary:
ΔE to the lowest compared entry with this formula, charge and spin   0.403 eV
Highest occupied orbital energy (spin up / spin down)   -0.4420 / -0.4420 Eh
Total charge   +1
⟨S²⟩   0.7561
HOMO-LUMO gap (spin up / spin down)   0.339 / 0.104 hartree
E_LUMO (spin up / spin down)   -0.1032 / -0.3376 hartree
Spin multiplicity   2

---

A 7-piece molecular cluster, C19H53BBrClN16O10P overall at a distorted geometry. Source: the Open Molecules 2025 dataset; level of theory: ωB97M-V with the def2-TZVPD basis set.

Each line ends with the Mulliken charge.
Atoms and positions in Å:
C 0.94387 -2.67197 5.24347  -1.190
C -0.15814 -1.61357 4.95511  -0.814
C -0.28105 -1.29985 3.45888  -0.469
C 0.77465 -0.33301 2.97100  0.139
N 0.51644 -0.12725 1.51741  0.386
Cl -0.80930 1.03037 1.46679  -0.098
C 1.55080 0.60096 0.83936  -1.537
N 2.30764 1.50853 1.54559  0.916
C 2.07689 2.93676 1.25542  -0.135
C 3.33556 3.75008 0.94646  -0.453
C 3.85929 4.54759 2.11687  0.072
N 4.11049 5.89206 1.87943  -0.460
O 4.09509 4.06425 3.16635  -0.497
P 3.86077 1.04922 2.20846  0.329
O 3.62157 1.20891 3.82185  -0.464
Br 4.05053 -1.18294 2.00230  -0.242
N 1.70662 0.36234 -0.40889  1.265
C 2.68897 1.10253 -1.22142  -1.204
B 4.17822 0.51016 -1.27249  0.536
O 5.22195 1.39556 -1.24048  -0.288
O 4.46697 -0.80363 -1.36667  -0.598
C 0.92529 -0.66908 -1.13065  -1.518
C -0.39388 -0.20323 -1.81270  0.860
C -1.62565 -0.90043 -1.16841  -1.366
C -0.56079 1.31227 -1.94804  -1.679
H 0.52056 -3.48056 5.82116  0.390
H 1.29845 -3.06250 4.29671  0.304
H 1.75029 -2.20846 5.80105  0.284
H -1.11147 -2.04991 5.23757  0.401
H -0.05827 -0.69831 5.53348  0.458
H -1.28875 -0.92872 3.28896  0.342
H -0.21399 -2.22091 2.88827  0.334
H 0.68769 0.62828 3.46396  0.393
H 1.73490 -0.79283 3.17503  -0.327
H 1.52985 3.40463 2.07198  0.464
H 1.43153 3.00019 0.38635  0.174
H 3.04920 4.49181 0.20334  0.573
H 4.11907 3.16434 0.47528  0.048
H 3.88881 6.10087 0.91269  0.285
H 3.57976 6.46426 2.52435  0.269
H 3.44338 0.33639 4.20785  0.335
H 2.32039 1.04577 -2.24284  0.402
H 2.73737 2.15796 -0.98734  0.125
H 5.00219 2.21735 -1.70744  0.208
H 5.23348 -0.90355 -1.94982  0.313
H 0.78914 -1.53051 -0.50101  0.516
H 1.58496 -1.00539 -1.92359  0.580
H -0.36043 -0.59449 -2.82199  0.586
H -2.10031 -1.57673 -1.86824  0.354
H -2.32495 -0.18497 -0.75994  0.330
H -1.33149 -1.51194 -0.32052  0.147
H -0.34241 1.87610 -1.05183  0.251
H -1.55224 1.50691 -2.33506  0.506
H 0.12436 1.67509 -2.71552  0.370
C -3.32282 -3.50752 2.31407  0.680
O -2.54228 -3.18246 1.43816  -0.618
N -2.92215 -4.12544 3.46558  -0.375
N -4.66889 -3.27803 2.22330  -0.562
H -3.55013 -4.40143 4.19701  0.165
H -1.94162 -4.31140 3.56917  0.211
H -5.00421 -2.83313 1.38228  0.264
H -5.33064 -3.53912 2.93169  0.163
C -6.30839 0.14047 2.03707  0.574
O -6.64613 -0.35540 0.97468  -0.652
N -6.75136 1.36227 2.45266  -0.408
N -5.46075 -0.50731 2.88510  -0.310
H -6.48724 1.78265 3.32298  0.156
H -7.38013 1.85388 1.84399  0.244
H -5.13126 -1.41619 2.57827  0.245
H -5.15979 -0.13885 3.76766  0.178
C 6.89682 4.09366 -0.50780  0.651
O 5.95126 4.82884 -0.75987  -0.595
N 7.30454 3.84806 0.76912  -0.397
N 7.61086 3.46813 -1.48467  -0.354
H 8.07559 3.25102 1.00132  0.156
H 6.79819 4.30157 1.50951  0.213
H 7.32688 3.63410 -2.43467  0.205
H 8.38929 2.86194 -1.30711  0.171
C -7.88856 -2.41545 -2.40136  0.626
O -8.80442 -2.83972 -1.71820  -0.660
N -7.63838 -2.87473 -3.66144  -0.344
N -7.03566 -1.44077 -1.95461  -0.301
H -6.88868 -2.53944 -4.23406  0.140
H -8.23901 -3.59560 -4.02025  0.234
H -7.19062 -1.07901 -1.02835  0.256
H -6.27733 -1.07667 -2.49784  0.135
C 5.37528 3.89198 -5.04887  0.695
O 4.53774 3.17983 -4.51495  -0.629
N 5.84926 5.02871 -4.45771  -0.372
N 5.90513 3.60709 -6.27305  -0.420
H 6.53869 5.62878 -4.86996  0.170
H 5.47563 5.26077 -3.55220  0.187
H 5.57718 2.77811 -6.73336  0.225
H 6.59214 4.17767 -6.72831  0.159
C -6.62132 -6.66158 -4.03608  0.604
O -7.42169 -5.78330 -4.29215  -0.613
N -6.48959 -7.18374 -2.78069  -0.384
N -5.78961 -7.19903 -4.98068  -0.391
H -5.83954 -7.90847 -2.54426  0.165
H -7.08730 -6.80966 -2.06608  0.226
H -5.86366 -6.83874 -5.91370  0.217
H -5.12527 -7.92416 -4.78925  0.160

Force components x, y, z for each atom (eV/Å):
-0.59 1.12 0.00
-0.03 -0.79 -0.52
-0.36 0.02 0.69
-1.02 -0.37 -0.06
0.57 0.41 0.07
-0.15 -0.13 -0.15
-0.57 -0.33 1.09
0.14 -0.82 -0.42
0.34 0.36 0.02
-0.35 0.64 -0.71
0.42 0.82 -1.68
-0.79 -0.16 -0.78
0.05 -1.54 2.53
1.06 1.43 0.96
-0.05 -0.99 -0.71
-0.43 0.09 -0.16
-0.01 0.06 -0.58
0.06 -0.41 -0.26
0.43 0.55 0.39
-0.32 0.14 -0.85
-0.49 -0.44 -0.57
0.21 0.04 -1.03
-0.62 -0.30 0.76
0.69 0.08 0.39
0.70 -0.41 -0.79
0.14 -0.26 0.22
0.31 -0.20 -0.05
0.33 -0.25 0.04
-0.20 0.05 0.17
0.18 0.06 0.12
-0.02 0.29 -0.24
0.04 -0.18 -0.16
0.26 0.15 0.34
0.23 0.12 -0.49
-0.02 -0.16 0.20
-0.21 -0.15 -0.10
-0.10 -0.16 -0.31
0.22 -0.12 0.16
0.15 0.55 0.21
0.50 0.30 0.17
-0.07 0.29 0.34
-0.06 0.04 -0.17
-0.25 0.03 0.29
0.28 0.21 0.34
0.19 -0.23 0.52
-0.23 -0.01 0.48
0.36 0.08 0.00
0.28 -0.02 -0.25
-0.29 0.10 -0.15
-0.38 0.16 -0.18
0.02 -0.15 0.13
-0.33 0.06 0.29
-0.27 0.24 0.23
0.08 0.15 -0.06
-0.10 -0.18 0.09
0.12 0.11 -0.02
0.14 0.09 0.10
0.00 0.16 -0.20
-0.02 -0.03 -0.04
-0.03 -0.05 -0.02
-0.08 -0.32 -0.12
-0.01 -0.17 -0.09
-0.04 0.12 0.18
0.03 -0.04 -0.19
-0.03 0.08 -0.14
0.12 -0.17 -0.05
-0.01 -0.05 0.01
-0.01 -0.03 0.03
0.04 0.52 0.39
-0.05 0.04 -0.02
0.47 -0.21 0.24
-0.46 0.00 -0.19
-0.21 0.06 -0.01
-0.08 0.11 -0.19
0.00 0.00 -0.03
0.06 0.03 0.01
0.06 0.01 0.01
-0.03 0.00 0.05
0.10 0.06 -0.19
-0.01 -0.03 0.08
-0.22 0.13 -0.03
-0.03 0.04 0.21
0.01 -0.02 0.04
0.19 -0.16 0.06
0.08 0.03 0.06
-0.04 -0.03 -0.05
0.19 0.23 -0.19
-0.06 -0.20 0.26
-0.03 -0.12 0.29
-0.06 -0.14 0.04
-0.04 0.00 -0.05
0.06 0.05 0.00
0.00 0.03 -0.01
-0.03 0.03 0.01
0.04 -0.12 0.09
-0.07 0.05 -0.18
-0.02 0.02 0.14
0.06 0.05 -0.10
-0.01 0.00 -0.04
0.00 0.01 -0.04
-0.03 -0.02 0.02
-0.03 0.00 0.02

Summary:
ΔE to the lowest compared entry with this formula, charge and spin   1.095 eV
Highest occupied orbital energy   -0.3762 Eh
Total charge   +1
HOMO-LUMO gap   0.254 hartree
E_LUMO   -0.1217 hartree